1.
Density functional theory data (the ωB97M-V functional and the def2-TZVPD basis) for a 2-piece molecular cluster, C6H10O overall.

Output
HOMO level: -8.91 eV
ΔE to the lowest compared entry with this formula, charge and spin: 113.0 kcal per mole
2S+1: 1

CARTESIAN COORDINATES (ANGSTROEM)
C1 2.47823 -0.96303 -0.54573
C2 0.51717 0.25710 0.70134
C3 0.06145 1.53912 -0.02269
C4 -1.40148 1.28220 -0.28409
C5 -1.78358 0.06111 0.08446
C6 -0.63327 -0.77752 0.58927
O1 -0.38820 -1.88779 -0.26037
H1 1.87982 -0.97445 -1.48504
H2 1.53437 -0.07601 0.31238
H3 2.20341 -1.94367 -0.10393
H4 0.73935 0.46237 1.75342
H5 0.61240 1.71995 -0.95468
H6 0.20940 2.42851 0.60138
H7 -2.05343 2.03346 -0.72250
H8 -2.78339 -0.35056 -0.01595
H9 -0.83752 -1.22867 1.56581
H10 -0.39930 -1.55965 -1.17027

Atomic forces in eV per Å
-0.18 -0.07 -0.03
-0.10 -0.01 0.02
0.06 0.00 -0.04
-0.05 -0.16 0.07
0.03 0.16 -0.07
-0.04 0.13 0.22
-0.07 0.08 -0.22
0.10 0.08 0.16
0.04 -0.05 -0.02
0.05 0.18 -0.03
0.01 -0.07 -0.16
-0.08 -0.04 0.12
-0.01 -0.15 -0.10
0.09 -0.13 0.06
0.13 0.07 0.02
0.02 0.08 -0.13
0.01 -0.13 0.13

---

2.
Density functional theory data (the ωB97M-V functional and the def2-TZVPD basis) for C9H15BCrN5O22S as an isolated structure at a distorted geometry.

Output
total charge: -2
HOMO level (spin up / spin down): -0.06 / -3.23 eV
⟨S²⟩: 8.771
2S+1: 6

CARTESIAN COORDINATES (ANGSTROEM)
Cr1 -0.71819 -0.55347 -0.07472
O1 6.49758 4.64319 -0.15100
C1 5.57518 3.81809 -0.36055
O2 4.26637 4.06674 -0.37497
B1 3.56885 2.81535 -0.88912
O3 4.63580 1.86306 -1.06433
C2 5.79419 2.31107 -0.56085
O4 6.82525 1.63868 -0.51269
O5 2.81278 3.13734 -2.08666
C3 1.55350 2.81665 -1.83647
O6 0.66753 3.09946 -2.62371
C4 1.45440 2.19065 -0.44109
O7 2.60206 2.33219 0.13628
O8 0.43128 1.79335 0.08393
S1 1.34522 -1.91524 -1.06770
O9 -0.10269 -1.99695 -1.19854
O10 1.35256 -0.62676 -0.36316
O11 1.91759 -2.91444 -0.16015
O12 2.06328 -1.92532 -2.33046
C5 -2.94233 2.58995 1.86522
N1 -2.68613 1.12908 2.16555
O13 -2.05871 0.46946 1.33452
O14 -3.32898 0.63061 3.11999
H1 -3.38459 2.95782 2.79106
H2 -3.61366 2.68015 1.01124
H3 -1.98258 3.05166 1.63323
C6 -2.70431 1.29152 -3.53981
N2 -2.74772 1.50212 -2.01195
O15 -1.98082 0.75703 -1.38954
O16 -3.33758 2.52576 -1.56483
H4 -2.91401 0.26586 -3.84340
H5 -1.73795 1.58841 -3.94735
H6 -3.51211 1.94446 -3.87031
C7 2.88939 -0.19185 2.33969
N3 1.45566 -0.16714 2.83382
O17 0.56926 -0.38965 2.07357
O18 1.27796 -0.11514 4.06782
H7 3.30011 0.70833 1.88243
H8 3.06877 -0.92331 1.55173
H9 3.45563 -0.13466 3.26932
C8 -3.87395 -3.60164 -1.03917
N4 -3.32195 -2.25101 -1.45946
O19 -3.28802 -1.97872 -2.65716
O20 -2.79485 -1.59194 -0.49847
H10 -4.26524 -3.54306 -0.02351
H11 -3.09590 -4.35348 -1.17137
H12 -4.76283 -3.71208 -1.66029
C9 -0.35290 -4.53528 1.57083
N5 -0.90283 -3.24879 2.05797
O21 -0.96752 -2.26145 1.30076
O22 -1.31087 -3.17571 3.28017
H13 0.66258 -4.57160 1.96526
H14 -0.41652 -4.56791 0.48318
H15 -0.93707 -5.37141 1.95519

Atomic forces in eV per Å
-0.25 -0.77 -1.07
-2.94 -2.37 -0.74
2.15 2.70 1.73
1.12 -0.53 -0.42
0.68 0.84 0.75
0.82 -0.48 0.46
1.34 -1.84 -1.80
-2.24 1.89 0.42
0.22 -0.52 0.82
-1.25 0.82 -2.46
0.48 -0.78 1.40
-2.33 -0.14 0.68
0.95 0.08 -0.18
0.73 0.70 -0.52
3.77 -1.22 -0.23
-3.38 -1.96 -1.65
1.36 3.13 0.88
-0.47 -0.63 0.25
-0.58 0.28 -0.04
0.54 -0.34 0.78
-1.67 -1.73 -0.35
-0.71 1.31 2.02
1.73 1.14 -1.85
0.08 0.20 -0.29
0.14 -0.36 0.04
-0.09 -0.09 -0.02
-1.30 0.55 0.42
2.25 0.34 -0.09
-2.24 2.18 -1.13
0.93 -2.64 -0.66
0.06 -0.18 0.80
0.02 0.18 0.60
0.25 0.00 -0.30
0.76 1.14 0.63
0.78 -0.73 1.24
-0.64 0.50 -0.07
0.67 0.50 -1.21
-1.34 0.61 -0.35
-0.43 -0.60 0.59
0.12 -1.24 -0.09
-0.12 2.02 -0.67
-1.53 -3.20 2.89
0.22 1.04 -3.10
0.92 1.63 1.46
0.56 0.06 0.17
-0.18 -0.27 -0.03
0.26 -0.62 -0.38
-0.12 -0.12 -0.22
-1.92 3.04 1.93
0.12 -3.59 2.31
1.36 -0.76 -3.46
0.00 -0.03 -0.41
0.45 0.47 0.14
-0.09 0.38 0.40

---

3.
Density functional theory data (the ωB97M-V functional and the def2-TZVPD basis) for a 4-piece molecular cluster, C59H52F5N4O11S2 overall at a distorted geometry.

Output
total charge: +1
HOMO level: -10.99 eV
2S+1: 1

CARTESIAN COORDINATES (ANGSTROEM)
C1 5.37910 -1.91629 0.86993
C2 5.70476 -0.50375 0.19137
N1 4.58042 0.48412 0.25360
C3 3.31591 -0.07171 -0.28950
C4 2.13537 1.01401 -0.44998
N2 0.92871 0.56289 0.31600
C5 -0.26078 0.52739 -0.24652
N3 -0.58079 0.86854 -1.65859
C6 -2.04622 1.12377 -1.84391
C7 -2.36046 2.37548 -2.79333
C8 -1.37417 2.53886 -4.03772
O1 -1.91762 1.95191 -5.26635
C9 -0.97082 1.01390 -5.75934
O2 -1.07461 -0.17190 -5.35188
C10 -2.44967 1.22826 -0.26839
S1 -4.25801 0.99823 0.05120
O3 -4.98781 0.40441 -1.12961
O4 -4.36426 -0.03728 1.16460
C11 -5.15201 2.52667 0.67267
F1 -6.52756 2.32920 0.35221
F2 -5.10452 2.57483 2.10616
C12 -4.72961 3.89716 -0.03339
F3 -5.49263 4.91949 0.60067
F4 -3.38446 4.25799 0.13797
F5 -5.10559 3.95784 -1.40026
N4 -1.57023 0.15827 0.32681
C13 -1.75820 -1.24043 -0.19929
C14 -1.80278 -2.22111 1.09728
C15 -1.75096 -3.73117 0.55333
S2 -3.11179 -4.69686 1.41264
C16 5.04226 1.67254 -0.49015
C17 4.92310 1.90445 -2.06346
O5 5.53939 2.60408 0.19946
H1 4.89168 -2.58988 0.07283
H2 6.34676 -2.40529 1.20892
H3 4.60849 -1.82648 1.72040
H4 6.57932 -0.03593 0.77979
H5 6.06382 -0.59104 -0.89904
H6 3.52720 -0.54043 -1.32867
H7 2.88014 -0.93244 0.33885
H8 1.95319 1.14298 -1.56607
H9 2.40285 2.05344 -0.04433
H10 0.99583 0.27863 1.31311
H11 -0.37351 0.09017 -2.30068
H12 -2.51538 0.24794 -2.42045
H13 -3.43184 2.21708 -3.19400
H14 -2.41611 3.34715 -2.18162
H15 -1.28194 3.67199 -4.23766
H16 -0.32070 2.14062 -3.87480
H17 -0.11483 1.25655 -6.47301
H18 -1.91529 2.17227 0.08227
H19 -2.67196 -1.38619 -0.86201
H20 -0.83994 -1.59822 -0.80098
H21 -0.85487 -1.96804 1.69947
H22 -2.69037 -1.98510 1.76787
H23 -0.71661 -4.17212 0.75377
H24 -1.99369 -3.69499 -0.57454
H25 -3.51223 -5.69657 0.50851
H26 4.65488 3.01767 -2.20330
H27 4.03679 1.32886 -2.52116
H28 5.88414 1.70376 -2.63635
C18 2.51260 0.23674 8.51163
C19 1.80658 -0.82099 9.08063
C20 0.58001 -1.20524 8.55037
C21 0.04925 -0.52391 7.45513
C22 0.74512 0.55124 6.90045
C23 1.98415 0.92294 7.42422
C24 0.17038 1.31416 5.76931
O6 0.77921 2.25159 5.28026
C25 -1.15916 0.92698 5.24546
C26 -1.73973 1.67173 4.21758
C27 -2.98218 1.30713 3.71029
C28 -3.64362 0.19627 4.21817
C29 -3.07326 -0.54701 5.24523
C30 -1.83285 -0.17638 5.76815
C31 -1.24885 -0.95192 6.88635
O7 -1.83024 -1.92378 7.33490
H29 3.47395 0.52994 8.92055
H30 2.21410 -1.34774 9.93719
H31 0.03720 -2.03324 8.99467
H32 2.53622 1.74949 6.98885
H33 -1.22677 2.53906 3.81302
H34 -3.43771 1.88830 2.91310
H35 -4.60948 -0.08963 3.81502
H36 -3.59766 -1.41123 5.64014
C32 -0.04372 -8.75109 -1.73233
C33 0.24769 -9.80017 -2.60135
C34 -0.73207 -10.28601 -3.45969
C35 -2.01177 -9.73131 -3.44313
C36 -2.31044 -8.69713 -2.55595
C37 -1.31969 -8.20006 -1.70793
C38 -3.67839 -8.13272 -2.49354
O8 -3.93920 -7.22549 -1.72031
C39 -4.72556 -8.69192 -3.37704
C40 -6.03233 -8.20996 -3.28910
C41 -7.01992 -8.72026 -4.12457
C42 -6.70479 -9.70637 -5.05673
C43 -5.40547 -10.19318 -5.14381
C44 -4.41522 -9.69359 -4.29725
C45 -3.04332 -10.24382 -4.37366
O9 -2.76731 -11.10922 -5.18544
H37 0.72423 -8.36645 -1.06897
H38 1.24039 -10.23811 -2.61083
H39 -0.49783 -11.09999 -4.13807
H40 -1.54222 -7.38667 -1.02477
H41 -6.28420 -7.43961 -2.56741
H42 -8.03642 -8.34775 -4.05088
H43 -7.47437 -10.09900 -5.71323
H44 -5.16718 -10.96481 -5.86863
C46 7.61246 6.86210 0.19739
C47 6.88335 5.72632 0.54260
C48 5.51728 5.67342 0.29189
C49 4.87262 6.76209 -0.29508
C50 5.59850 7.90934 -0.61867
C51 6.97253 7.95274 -0.38158
C52 4.91794 9.09049 -1.19652
O10 5.55072 10.09090 -1.48274
C53 3.45382 9.03941 -1.41300
C54 2.78948 10.16440 -1.90293
C55 1.41686 10.12184 -2.12206
C56 0.70433 8.95353 -1.86178
C57 1.36147 7.83228 -1.36840
C58 2.73662 7.87603 -1.13373
C59 3.42091 6.68811 -0.57461
O11 2.79547 5.66356 -0.34237
H45 8.68057 6.89926 0.38514
H46 7.38096 4.88062 1.00570
H47 4.95671 4.78482 0.55826
H48 7.54483 8.83672 -0.64327
H49 3.33892 11.07688 -2.11087
H50 0.90164 10.99963 -2.49816
H51 -0.36565 8.91881 -2.03976
H52 0.80020 6.92658 -1.16290

Atomic forces in eV per Å
-0.73 0.05 -1.06
1.33 -0.20 0.80
-0.51 -0.02 -1.11
-0.47 -0.65 -1.05
1.69 0.38 -0.17
-2.09 -0.07 -1.43
-2.49 0.19 -2.32
1.02 -0.42 1.22
-0.79 0.14 -0.47
-0.55 -0.02 0.38
0.02 1.61 0.22
2.28 -0.68 -0.19
-1.27 -4.19 2.00
0.69 4.31 -1.54
2.35 0.31 -2.00
-2.79 -8.03 0.95
2.51 3.33 1.93
0.99 3.92 -2.27
-2.84 0.86 1.34
3.59 0.31 0.57
0.14 0.30 -4.17
-1.39 3.54 0.10
1.93 -2.55 -1.43
-2.79 -1.34 -0.65
1.51 -0.75 3.49
1.26 0.68 0.25
-0.10 -2.33 1.30
0.62 0.33 -0.73
-0.28 0.49 -0.48
0.20 -0.35 -0.76
1.27 3.46 1.89
-1.21 0.38 0.12
-1.48 -3.56 -2.57
0.79 0.82 1.26
-1.38 0.66 -0.32
1.50 0.03 -1.10
-1.43 -0.57 -0.97
-0.51 -0.34 1.43
-0.58 0.61 1.36
1.10 1.32 -0.63
-0.47 -0.25 1.74
-0.17 -1.55 -0.39
0.00 0.42 -0.81
0.79 0.61 0.40
0.58 1.00 1.38
1.71 0.22 0.52
0.46 -1.34 -0.94
-0.09 -1.78 0.32
-1.43 0.50 0.19
-1.41 0.48 0.75
-1.68 -0.66 -0.17
1.03 0.46 0.98
-1.34 0.67 0.74
-1.37 -0.49 -0.78
1.02 -0.33 -1.09
-1.54 0.45 -0.44
0.57 -0.32 1.74
0.82 1.16 0.51
0.63 -1.70 0.37
1.59 0.57 0.57
-1.23 0.05 0.95
-0.13 0.03 -0.13
-0.14 0.03 -0.15
0.19 -0.01 0.14
0.29 0.06 0.19
0.19 -0.10 0.23
0.14 -0.06 0.16
0.51 0.67 -0.21
-0.14 -0.25 -0.02
-0.29 -0.01 -0.19
-0.24 -0.05 -0.20
0.43 0.13 0.02
-0.02 -0.20 0.19
-0.13 0.11 -0.16
-0.24 0.13 -0.33
-0.41 -0.82 0.49
0.15 0.29 -0.18
-0.10 -0.02 -0.05
-0.05 0.05 -0.09
-0.04 0.12 -0.18
-0.20 -0.07 -0.03
0.08 -0.10 0.20
0.36 -0.24 0.44
0.12 0.02 0.02
0.19 0.10 0.07
-0.20 0.03 -0.06
-0.19 0.01 -0.08
0.22 0.03 0.11
0.33 0.07 0.24
0.34 -0.05 0.07
0.24 -0.07 0.02
-0.21 0.58 0.50
0.08 -0.09 -0.08
-0.32 -0.05 -0.13
-0.22 -0.03 -0.11
0.20 0.02 0.07
0.19 0.01 0.07
-0.22 0.03 -0.03
-0.35 0.07 -0.06
0.17 -0.74 -0.69
-0.05 0.26 0.25
-0.08 -0.05 -0.05
-0.11 0.04 -0.01
-0.19 0.13 0.02
-0.13 -0.12 -0.12
0.19 -0.10 -0.06
0.11 -0.03 0.00
0.09 0.03 0.07
0.13 0.10 0.16
-0.19 0.06 -0.06
-0.12 0.08 -0.08
0.11 -0.02 0.09
0.28 -0.06 0.12
0.26 -0.20 0.11
0.13 -0.12 0.08
0.61 0.79 -0.20
-0.22 -0.27 0.06
-0.42 0.10 -0.08
-0.23 0.06 -0.06
0.18 -0.09 0.05
0.16 -0.12 0.06
-0.15 0.20 -0.10
-0.26 0.16 -0.11
-0.31 -0.70 0.22
0.05 0.12 -0.13
-0.11 0.01 -0.02
-0.09 0.06 -0.07
0.01 0.23 -0.09
-0.22 -0.04 -0.01
0.08 -0.21 0.07
0.07 -0.09 0.04
0.11 0.01 0.02
0.22 0.06 0.05

---

These records have E_tot values of -309.662317 -3748.340902 -4621.386344 Ha, in the order they appear.